Density functional theory data (ωB97M-V with the def2-TZVPD basis set) for a cluster of 5 separate species, C31H72B2N2O15P in total.

Summary:
Charge: +1
Spin multiplicity: 1
HOMO in eV: -11.397
HOMO-LUMO gap in eV: 9.011

Positions of all 123 atoms, in Å:
C  -6.346216  3.609206  -0.086381
C  -5.002776  2.894228  0.103749
C  -3.815481  3.779649  -0.263675
O  -2.669469  3.036062  -0.661529
C  -1.505120  3.253325  0.107919
C  -0.597980  2.011831  -0.039387
P  0.638767  2.160356  1.322171
O  1.043449  3.563347  1.446122
O  0.046882  1.620012  2.716454
O  1.762948  1.095580  1.025374
C  -1.451257  0.728897  0.130932
C  -2.462629  0.717113  1.284840
C  -2.324848  -0.473304  2.241712
C  -2.403532  -1.870846  1.592785
C  -1.067061  -2.616135  1.590480
O  -0.983575  -3.406774  2.785348
C  -1.118915  -4.730637  2.577058
O  -1.941091  -5.363599  3.130999
N  -2.183301  0.330371  -1.125341
C  -1.602625  0.786429  -2.433778
C  -0.115724  1.028980  -2.323164
C  0.746112  -0.213981  -2.066047
C  0.273348  -1.403786  -2.908507
C  -0.252213  -2.605312  -2.199942
O  1.055556  -2.531915  -2.907310
B  0.308201  1.631420  -3.776096
O  -0.465399  2.646856  -4.244679
O  1.399909  1.190054  -4.475724
C  1.165496  0.432744  -5.691825
C  2.027854  0.984213  -6.822792
N  0.030764  2.131983  -1.368166
B  1.259754  2.946305  -1.472926
O  1.142075  4.312879  -1.589356
O  2.471131  2.331482  -1.498025
C  3.491511  2.843045  -2.380481
H  -6.985210  3.037596  -0.752636
H  -6.866566  3.720540  0.858701
H  -6.211210  4.605674  -0.500871
H  -4.921908  2.591877  1.146614
H  -4.946971  1.984358  -0.498551
H  -3.590791  4.431326  0.581311
H  -4.123157  4.436622  -1.076512
H  -0.957464  4.121928  -0.250261
H  -1.733583  3.467996  1.156452
H  -0.505221  2.331547  3.071153
H  2.094411  0.711526  1.849811
H  -0.758832  -0.086406  0.324756
H  -3.485562  0.690859  0.916740
H  -2.385523  1.601778  1.904417
H  -1.401083  -0.409356  2.809901
H  -3.141005  -0.386764  2.954776
H  -2.863148  -1.870527  0.602774
H  -3.053973  -2.474356  2.222259
H  -1.008653  -3.268429  0.718430
H  -0.216286  -1.937747  1.593362
H  -0.394840  -5.173567  1.887013
H  -2.193230  -0.690146  -1.148438
H  -3.160556  0.616980  -1.084312
H  -2.054061  1.748872  -2.650971
H  -1.905495  0.120781  -3.235273
H  0.691077  -0.569412  -1.039280
H  1.789770  -0.046894  -2.312009
H  -0.226088  -1.181736  -3.852899
H  -0.964473  -3.214069  -2.740108
H  0.129460  -2.891047  -1.231455
H  0.004977  3.152387  -4.918829
H  1.470070  -0.586209  -5.469607
H  0.109904  0.461155  -5.956601
H  2.716732  1.708626  -6.396733
H  1.438130  1.501511  -7.572323
H  2.624925  0.199106  -7.273375
H  1.750800  4.739245  -0.972439
H  3.080788  3.341729  -3.251534
H  4.159099  3.490726  -1.819722
H  4.086762  1.996988  -2.694199
C  -2.411911  -3.754082  7.175312
C  -3.692558  -4.302081  6.563119
C  -3.779549  -5.813072  6.713723
O  -3.774375  -3.939738  5.185884
H  -1.539494  -4.177752  6.669899
H  -2.366003  -2.670708  7.058864
H  -2.344180  -3.992950  8.237352
H  -4.553633  -3.837761  7.045999
H  -2.946366  -6.294322  6.194836
H  -4.702059  -6.187733  6.270635
H  -3.751098  -6.110083  7.762925
H  -3.020937  -4.339060  4.733123
C  8.740127  1.057159  -2.769649
C  7.510664  0.663490  -1.967182
C  7.426155  -0.843452  -1.794144
O  6.327175  1.155617  -2.607820
H  8.698788  0.615159  -3.768548
H  8.789143  2.139851  -2.888802
H  9.654711  0.717685  -2.283259
H  7.541502  1.145817  -0.989460
H  7.352618  -1.338168  -2.765460
H  6.539591  -1.114146  -1.217752
H  8.308015  -1.230478  -1.283701
H  6.283723  0.742333  -3.477232
C  -10.105091  4.292056  3.710323
C  -9.093076  3.199997  3.404689
C  -8.918606  2.254992  4.582879
O  -7.833820  3.780897  3.046488
H  -9.769466  4.895174  4.558166
H  -10.217776  4.959921  2.856409
H  -11.080590  3.870629  3.953403
H  -9.417772  2.636134  2.529257
H  -8.549155  2.799797  5.455795
H  -8.190217  1.478330  4.347708
H  -9.861265  1.777379  4.850202
H  -7.521399  4.289561  3.802308
C  10.680856  -3.726632  -1.257439
C  9.505246  -3.977207  -2.189611
C  9.506756  -5.404165  -2.715864
O  9.529626  -3.049284  -3.274916
H  11.624895  -3.870083  -1.789441
H  10.665711  -2.700499  -0.888387
H  10.661688  -4.403809  -0.402862
H  8.571319  -3.785636  -1.658489
H  10.417060  -5.596454  -3.289679
H  8.658814  -5.567091  -3.381226
H  9.454838  -6.127693  -1.901538
H  10.344811  -3.192989  -3.767176

Atomic forces in eV per Å
0.0477 -0.1654 0.0755
0.1570 0.0782 0.1405
-0.5013 0.3352 0.0167
-0.1066 -0.4162 0.3767
0.1997 0.2716 0.1142
-1.0666 0.5838 -0.3685
0.3047 0.7438 0.3774
0.0802 0.0376 -0.4191
-0.3527 -0.1191 -0.4832
-0.3049 -0.5335 0.1547
0.2916 0.0311 0.3854
0.0817 -0.4703 0.5809
-0.2452 -0.2697 -0.3118
0.2061 0.1010 0.5743
-0.1476 -0.0796 -0.1147
0.1627 0.5379 -0.1069
0.4629 0.2885 -0.3758
-0.8227 -0.9273 0.9160
0.0468 -0.7029 -0.5805
-0.0745 0.7883 -0.1868
0.7290 0.0361 -0.4029
-0.4234 -0.9843 -0.3967
-0.5218 0.8318 1.3493
1.7130 -0.4769 -1.2770
-0.2378 -0.3967 -0.7037
0.1247 0.1491 -0.0592
0.0878 0.1081 0.1536
-0.4624 -0.3622 0.1748
0.7165 0.3017 -0.0684
-0.0274 0.1584 0.3260
0.6653 -0.6104 0.5045
0.0572 0.5246 0.0909
-0.3357 -0.1651 0.5052
-0.3824 -0.2333 -0.9983
0.4265 -0.2641 0.6347
-0.1303 0.0815 -0.1211
-0.0820 0.0182 0.0920
-0.0213 0.0651 -0.1350
0.1157 -0.2002 0.0615
-0.0920 -0.0400 -0.1399
0.2140 0.0609 0.0406
0.2118 -0.0180 -0.2559
0.1262 0.0233 -0.1050
-0.2994 -0.1129 0.0816
0.1430 -0.0642 0.4234
0.2280 -0.0389 -0.0976
0.1015 -0.1259 -0.2442
-0.0695 0.2139 -0.2542
-0.0433 0.2984 -0.1938
0.0970 0.1050 0.0742
-0.0018 0.0574 0.1570
0.0163 0.1117 -0.1524
-0.2013 -0.1434 -0.1414
0.1691 -0.0808 -0.0492
0.1248 0.0571 -0.0702
0.1512 0.0907 -0.3175
0.0046 -0.0417 0.1139
0.0626 0.3818 0.1961
-0.0790 0.1066 0.1337
-0.0295 -0.4585 0.2121
0.2345 0.2727 0.2232
0.0639 0.3555 0.1024
0.1281 -0.0132 -0.0993
-0.1073 -0.2783 0.2896
-1.1413 0.4202 0.6849
-0.2370 -0.0315 -0.2150
-0.1747 -0.1719 0.0312
-0.1442 -0.0642 0.0409
0.1285 0.0405 0.0260
-0.0267 -0.0510 -0.1866
-0.0538 -0.0544 -0.2447
0.1814 0.2173 -0.3152
-0.1666 0.1871 0.0272
-0.0138 0.2722 -0.0531
0.0396 -0.1668 -0.0764
-0.0273 0.1324 -0.0030
0.2958 -0.2014 -0.0525
-0.1147 -0.0225 -0.0276
-0.0917 0.2137 0.0343
-0.0107 -0.0729 0.0280
-0.0294 0.0077 0.0215
0.0139 -0.0143 -0.0012
-0.0392 0.0422 -0.0654
0.0474 0.0246 0.0414
-0.0192 0.0183 0.0196
0.0152 -0.0019 0.0017
-0.0572 -0.1044 -0.1163
-0.0215 0.1927 0.0116
0.1824 -0.2588 -0.3027
-0.2241 -0.0243 0.1309
-0.0573 0.0725 0.1338
0.0224 -0.0910 0.0324
0.0066 0.0042 0.0388
0.0042 -0.0300 -0.0145
-0.1092 0.0731 -0.0131
0.1347 0.0033 -0.0194
0.0185 0.0421 0.0439
0.0252 -0.0155 -0.0392
0.0372 -0.0124 -0.0175
0.0063 0.0679 -0.1496
-0.0517 0.1489 0.3959
0.1091 -0.0977 -0.0807
0.0382 -0.1247 -0.1719
-0.0169 -0.0576 0.0570
-0.0161 -0.0256 -0.0199
-0.0003 -0.0021 0.0218
0.0912 0.0238 -0.0724
-0.0734 0.0375 0.0164
-0.0251 -0.0171 -0.0232
-0.0087 0.0116 0.0159
-0.0250 0.0269 0.0184
-0.0584 0.1375 0.0535
0.3845 -0.1897 -0.0887
-0.1465 0.0061 -0.0622
-0.1927 0.0932 0.0600
-0.0041 -0.0756 -0.0031
-0.0244 -0.0047 0.0161
0.0139 -0.0148 -0.0062
-0.0414 0.0789 -0.0625
0.0489 -0.0033 0.0634
-0.0216 0.0054 0.0239
0.0218 -0.0042 0.0025
0.0157 -0.0092 -0.0114

Atom charges from the Mulliken analysis, given in e for atoms 1 to 4: C -1.065; C 0.428; C -0.679; O -0.148

Density functional theory data (ωB97M-V with the def2-TZVPD basis set) for a structure of composition C40H36O2P2PdS2.

Summary:
Energy relative to the best compared isomer or geometry (same formula, charge and spin) in kcal per mole: 19.8
Spin multiplicity: 1
HOMO in eV: -6.459
HOMO-LUMO gap in eV: 6.964

Positions of all 83 atoms, in Å:
Pd  -0.660969  -0.806224  -0.893879
O  -1.758944  -2.117666  2.381305
S  -0.848221  -1.211108  1.601686
C  -1.203794  0.446638  2.257594
C  -1.698105  0.473381  3.556458
C  -1.956314  1.689310  4.164495
C  -1.712814  2.873019  3.476820
C  -1.253878  2.828636  2.171936
C  -1.022960  1.614648  1.518470
P  -0.497296  1.548045  -0.248235
C  0.786240  2.863866  -0.220765
C  1.703749  2.936141  0.828689
C  2.747614  3.847885  0.800138
C  2.905544  4.698238  -0.287210
C  2.004424  4.631372  -1.338797
C  0.953702  3.722061  -1.305401
C  -1.863443  2.372194  -1.160507
C  -1.864751  2.200371  -2.544131
C  -2.857780  2.758639  -3.332846
C  -3.896570  3.467779  -2.745865
C  -3.931105  3.613405  -1.366960
C  -2.918796  3.074129  -0.582248
C  0.785692  -1.448488  2.359120
C  0.706524  -1.936002  3.660353
C  1.852058  -2.226750  4.376277
C  3.085235  -2.052306  3.771150
C  3.159868  -1.600706  2.464365
C  2.020473  -1.290447  1.708504
P  2.281404  -0.499496  0.056791
C  1.432389  -1.603695  -1.126683
C  1.431108  -1.171542  -2.474001
C  1.024346  -2.019297  -3.497927
C  0.575402  -3.303568  -3.216927
C  0.507509  -3.727332  -1.900844
C  0.911141  -2.887399  -0.862252
C  4.033260  -0.940642  -0.281668
C  4.468957  -2.224089  -0.611566
C  5.804316  -2.461650  -0.895115
C  6.722112  -1.416574  -0.852639
C  6.300235  -0.135528  -0.533293
C  4.957239  0.099508  -0.255891
H  -1.884388  -0.461646  4.066987
H  -2.337467  1.714877  5.177542
H  -1.891054  3.828194  3.953905
H  -1.061157  3.754019  1.642354
H  1.600974  2.276668  1.682785
H  3.441562  3.891495  1.630530
H  3.721894  5.408803  -0.311060
H  2.111726  5.292965  -2.189184
H  0.253320  3.693456  -2.130636
H  -1.094338  1.590572  -3.002633
H  -2.835141  2.611421  -4.404831
H  -4.683751  3.889838  -3.357747
H  -4.746290  4.148070  -0.895368
H  -2.976508  3.191781  0.490363
H  -0.271145  -2.111439  4.087672
H  1.779446  -2.595946  5.391167
H  3.996439  -2.284250  4.307701
H  4.136027  -1.492380  2.014172
H  1.862924  -0.206504  -2.714854
H  1.071012  -1.671573  -4.522162
H  0.269313  -3.962654  -4.018668
H  0.153443  -4.723413  -1.664917
H  0.935192  -3.275769  0.149862
H  3.756954  -3.041125  -0.653096
H  6.131580  -3.460929  -1.152706
H  7.764669  -1.602611  -1.077676
H  7.009446  0.681834  -0.508354
H  4.618505  1.103410  -0.021506
O  -2.865316  -0.712412  -2.047623
S  -3.390170  -0.992535  -0.647138
C  -5.214569  -0.977299  -0.828729
C  -5.743760  -2.353498  -0.440630
C  -4.690108  -3.341168  -0.935700
C  -3.366596  -2.793766  -0.415073
H  -5.341299  -0.770407  -1.894043
H  -5.621905  -0.149222  -0.251416
H  -6.733128  -2.533501  -0.862595
H  -5.832069  -2.428710  0.646372
H  -4.683346  -3.359763  -2.028046
H  -4.865311  -4.358577  -0.585022
H  -2.475785  -3.125658  -0.951591
H  -3.224610  -2.969398  0.653107

Atomic forces in eV per Å
0.7169 0.7447 0.6751
0.2542 0.3400 -0.2273
-0.3464 -0.2330 -0.3290
-0.0039 -0.0158 0.0272
0.0330 0.1376 -0.0258
-0.0030 -0.0129 0.0064
0.0039 -0.0672 -0.0155
0.0233 0.0561 -0.0110
0.0731 -0.1359 0.0469
-0.2639 -0.2444 -0.1352
0.0618 -0.0289 -0.1254
0.0143 -0.0344 0.0450
-0.0099 0.0001 -0.0193
-0.0283 -0.0289 0.0091
-0.0313 -0.0245 0.0164
0.0093 0.0363 -0.0078
-0.1396 0.0508 0.1775
0.0474 -0.0366 -0.0517
-0.0107 -0.0024 0.0077
0.0101 -0.0065 0.0144
0.0579 -0.0329 -0.0183
-0.0432 0.0072 0.0163
-0.0413 -0.1035 0.1344
0.0854 -0.0113 -0.0738
-0.0076 -0.0065 0.0335
0.0026 -0.0018 -0.0207
-0.0098 -0.0042 -0.0022
-0.0109 0.0279 0.0566
-0.0852 0.0212 0.0215
-0.1913 -0.0884 -0.1686
0.0693 -0.1910 -0.0645
0.0795 0.0449 -0.0256
-0.0128 0.0253 -0.0305
0.0498 -0.0415 0.0859
0.1527 -0.1685 -0.0483
-0.0156 -0.0237 -0.0230
-0.0045 -0.0261 -0.0277
-0.0075 0.0507 0.0107
0.0003 -0.0145 0.0003
-0.0784 -0.0324 0.0101
0.0755 0.0257 0.0125
-0.0035 -0.0045 0.0011
0.0012 0.0030 -0.0074
0.0062 -0.0034 -0.0024
-0.0117 -0.0050 -0.0079
0.0040 -0.0015 -0.0148
-0.0015 0.0006 -0.0002
-0.0046 -0.0031 0.0009
-0.0040 -0.0062 -0.0005
0.0112 -0.0009 -0.0036
0.0015 -0.0063 0.0020
-0.0031 0.0031 -0.0034
0.0062 -0.0029 -0.0030
0.0034 -0.0014 -0.0028
0.0007 0.0000 0.0088
-0.0073 -0.0046 -0.0090
-0.0004 0.0001 -0.0084
0.0045 0.0098 -0.0069
0.0039 0.0059 0.0044
-0.1106 0.0664 0.0165
-0.0058 0.0015 0.0059
0.0046 0.0059 -0.0041
-0.0071 0.0042 0.0050
-0.0693 0.0519 0.0257
-0.0007 0.0153 0.0022
0.0040 0.0020 -0.0026
-0.0022 -0.0065 0.0029
-0.0001 0.0002 -0.0018
-0.0021 -0.0055 -0.0060
0.0086 -0.2257 0.5337
-0.3381 0.2035 -0.4337
-0.0106 -0.0042 -0.0439
0.0442 0.0223 0.0371
0.0449 0.0351 -0.0063
0.0097 -0.0482 -0.0897
-0.0278 -0.0025 0.0229
-0.0127 -0.0128 0.0129
0.0120 -0.0099 -0.0337
-0.0149 0.0011 -0.0023
0.0121 0.0002 0.0028
-0.0135 0.0087 0.0231
-0.0124 -0.0447 0.0327
0.0057 0.0085 -0.0024

Atom charges from the Mulliken analysis, given in e for atoms 1 to 4: Pd -0.062; O -0.857; S 1.290; C -0.129